(1)
{"formula": "C48H56ClN8O3S2Te2Ti", "method": "wB97M-V/def2-TZVPD", "elements": ["Ti", "O", "N", "C", "C", "C", "C", "C", "S", "H", "H", "H", "H", "C", "C", "C", "C", "C", "C", "Te", "N", "C", "O", "C", "C", "C", "C", "C", "C", "C", "C", "C", "C", "C", "C", "C", "C", "C", "C", "H", "H", "H", "H", "H", "H", "H", "H", "H", "H", "H", "H", "H", "H", "H", "H", "H", "H", "H", "H", "H", "H", "H", "Te", "C", "C", "C", "N", "N", "C", "N", "S", "H", "H", "H", "H", "H", "H", "H", "C", "C", "C", "C", "C", "O", "C", "C", "C", "C", "C", "C", "Cl", "C", "C", "C", "N", "C", "N", "C", "N", "H", "H", "H", "H", "H", "H", "H", "H", "H", "H", "H", "H", "H", "H", "H", "H", "H", "H", "H", "H", "H", "H"], "coordinates": [[1.118, -0.816, -0.233], [0.194, 0.593, -0.895], [-0.589, 1.607, -0.625], [-0.517, 2.062, 0.637], [-1.246, 3.145, 1.045], [-2.058, 3.791, 0.119], [-2.099, 3.329, -1.163], [-1.341, 2.213, -1.597], [-1.354, 1.694, -3.223], [0.150, 1.505, 1.279], [-1.148, 3.485, 2.068], [-2.642, 4.657, 0.408], [-2.712, 3.810, -1.910], [6.628, 7.128, 0.513], [5.858, 5.831, 0.623], [5.928, 5.042, 1.763], [5.206, 3.846, 1.885], [5.372, 3.097, 3.194], [4.357, 3.415, 0.834], [3.140, 1.537, 1.098], [1.720, -0.422, 1.565], [2.442, -1.509, 1.459], [2.268, -2.308, 0.418], [3.590, -1.826, 2.378], [4.889, -1.754, 1.878], [5.971, -1.990, 2.720], [5.764, -2.323, 4.058], [4.470, -2.394, 4.555], [3.388, -2.135, 3.717], [2.084, 2.620, 2.812], [1.824, 1.831, 3.951], [1.055, 2.285, 5.021], [0.523, 3.569, 4.989], [0.748, 4.361, 3.869], [1.504, 3.907, 2.778], [1.641, 4.820, 1.582], [4.309, 4.211, -0.326], [3.433, 3.840, -1.502], [5.046, 5.392, -0.415], [7.239, 7.295, 1.404], [5.949, 7.981, 0.402], [7.291, 7.122, -0.359], [6.561, 5.366, 2.590], [6.289, 3.417, 3.703], [5.411, 2.020, 3.035], [4.527, 3.287, 3.861], [5.036, -1.516, 0.827], [6.981, -1.907, 2.333], [6.609, -2.520, 4.710], [4.304, -2.645, 5.598], [2.373, -2.171, 4.107], [2.230, 0.826, 3.982], [0.880, 1.644, 5.885], [-0.075, 3.944, 5.815], [0.324, 5.365, 3.830], [0.829, 5.558, 1.569], [1.603, 4.241, 0.656], [2.595, 5.352, 1.589], [2.607, 3.199, -1.199], [3.996, 3.270, -2.243], [3.031, 4.740, -1.985], [4.972, 5.994, -1.322], [3.392, 0.106, -1.536], [-0.468, -5.189, 1.968], [0.525, -4.026, 2.116], [-0.154, -2.703, 2.061], [-0.422, -2.046, 0.976], [-1.167, -0.908, 1.197], [-1.446, -0.706, 2.433], [-2.112, 0.388, 2.932], [-0.779, -1.917, 3.487], [0.050, -6.149, 2.027], [-0.978, -5.132, 1.002], [-1.229, -5.157, 2.754], [1.266, -4.042, 1.322], [1.056, -4.119, 3.064], [-2.483, 0.988, 2.208], [-2.763, 0.187, 3.672], [-4.407, -3.733, -5.645], [-4.251, -2.210, -5.483], [-5.640, -1.582, -5.282], [-3.686, -1.692, -6.819], [-3.313, -1.736, -4.300], [-3.141, -0.344, -4.542], [-3.920, -1.869, -2.892], [-4.424, -3.252, -2.459], [-4.968, -3.268, -1.054], [-6.164, -2.622, -0.767], [-6.704, -2.651, 0.506], [-6.042, -3.359, 1.499], [-6.726, -3.426, 3.109], [-4.859, -4.013, 1.245], [-4.319, -3.949, -0.030], [-1.959, -2.471, -4.436], [-1.104, -2.563, -3.258], [-0.265, -1.637, -2.802], [0.515, -2.143, -1.874], [0.066, -3.429, -1.773], [-0.900, -3.742, -2.604], [-5.207, -3.920, -6.368], [-4.666, -4.249, -4.726], [-3.502, -4.197, -6.044], [-6.248, -1.726, -6.182], [-5.542, -0.510, -5.095], [-6.170, -2.039, -4.439], [-4.391, -1.920, -7.626], [-2.731, -2.169, -7.060], [-3.529, -0.615, -6.779], [-2.556, 0.089, -3.885], [-4.742, -1.153, -2.831], [-3.165, -1.524, -2.179], [-3.624, -3.990, -2.548], [-5.242, -3.548, -3.109], [-6.682, -2.078, -1.552], [-7.630, -2.138, 0.729], [-4.359, -4.557, 2.035], [-3.370, -4.439, -0.230], [-1.386, -1.944, -5.193], [-2.123, -3.491, -4.761], [-0.203, -0.626, -3.186], [0.518, -4.147, -1.108]], "forces_ev_per_angstrom": [[1.772, -1.941, -1.462], [-2.116, 2.121, -1.428], [0.041, 0.422, -0.111], [-0.177, 0.267, 0.520], [0.065, 0.006, 0.427], [-0.067, 0.112, 0.112], [0.038, -0.184, -0.332], [-0.139, -0.049, -0.106], [0.164, 0.168, 0.188], [0.084, 0.023, 0.055], [0.051, -0.063, -0.054], [0.007, -0.012, -0.011], [0.024, -0.031, -0.078], [-0.072, -0.110, -0.003], [-0.004, 0.021, -0.018], [-0.082, -0.103, -0.043], [-0.039, 0.105, -0.174], [-0.075, 0.059, -0.177], [0.329, -0.065, 0.474], [0.328, 2.225, 0.337], [0.659, -1.167, 1.490], [-0.058, 0.571, 0.549], [0.368, -0.695, 0.594], [-0.191, 0.038, -0.094], [0.220, -0.202, -0.021], [-0.151, -0.019, 0.040], [-0.004, 0.049, -0.101], [-0.079, 0.007, -0.029], [0.030, -0.013, 0.113], [0.133, -0.046, 0.614], [-0.115, 0.332, -0.105], [0.087, -0.094, -0.046], [-0.022, 0.024, -0.101], [0.101, -0.059, -0.091], [-0.059, -0.137, 0.159], [-0.063, -0.045, 0.093], [-0.232, -0.119, -0.120], [0.050, 0.259, 0.094], [0.039, 0.008, 0.035], [-0.032, 0.001, -0.057], [0.059, -0.036, 0.009], [-0.030, 0.014, 0.058], [-0.044, -0.048, -0.052], [-0.083, -0.015, -0.067], [-0.022, -0.043, -0.022], [-0.006, -0.036, -0.031], [-0.082, 0.071, 0.066], [-0.031, -0.020, -0.008], [-0.020, 0.033, -0.019], [-0.013, 0.014, -0.049], [0.087, 0.069, -0.024], [0.042, -0.043, 0.003], [0.022, 0.044, -0.109], [0.042, -0.005, -0.025], [0.007, -0.060, -0.005], [0.080, -0.057, 0.003], [0.024, 0.029, 0.020], [-0.001, -0.012, -0.022], [0.019, -0.035, -0.042], [-0.049, -0.052, 0.020], [0.077, -0.062, 0.052], [-0.013, -0.073, 0.066], [0.506, -0.553, -0.782], [-0.061, 0.165, -0.039], [-0.112, -0.285, 0.093], [-0.425, 0.252, 0.053], [-0.479, -0.001, 0.653], [-0.390, -0.020, -0.467], [0.287, -0.258, 0.509], [-0.043, -0.087, -0.175], [-0.083, -0.198, -0.148], [-0.007, 0.052, 0.010], [0.032, -0.005, 0.070], [0.032, -0.040, -0.040], [0.118, 0.090, -0.081], [0.077, 0.028, -0.001], [0.047, 0.031, 0.010], [0.000, 0.060, 0.045], [0.023, 0.041, -0.055], [-0.032, 0.167, 0.008], [0.060, -0.001, 0.033], [0.010, 0.056, 0.053], [0.025, 0.091, -0.126], [-0.155, -0.462, -0.177], [-0.076, -0.177, 0.031], [0.147, 0.172, 0.132], [0.258, -0.095, -0.109], [-0.122, 0.150, 0.020], [-0.061, -0.033, 0.146], [-0.335, 0.178, 0.079], [-0.005, 0.020, -0.062], [0.221, -0.067, 0.050], [0.160, -0.033, -0.118], [-0.031, -0.051, 0.190], [-0.459, 0.001, -0.374], [0.491, 0.392, -0.582], [-0.851, -0.956, 0.028], [0.412, 0.041, -0.061], [0.050, 0.191, 0.001], [0.056, 0.008, 0.030], [0.007, -0.055, -0.036], [-0.067, 0.037, 0.004], [0.034, -0.012, 0.076], [-0.029, -0.095, -0.017], [0.018, 0.059, -0.105], [0.082, -0.034, 0.070], [-0.089, 0.044, 0.001], [-0.021, -0.040, -0.040], [-0.068, 0.054, 0.201], [0.021, 0.043, -0.001], [0.010, -0.001, 0.007], [-0.024, -0.023, -0.034], [-0.055, -0.101, -0.059], [0.048, -0.058, 0.063], [0.023, -0.028, 0.023], [0.030, 0.027, -0.002], [-0.081, 0.039, -0.032], [0.008, -0.007, -0.168], [0.139, -0.123, 0.057], [-0.083, 0.019, 0.103], [-0.069, 0.052, 0.089]], "homo_ev": [0.459, 0.393], "total_energy_ha": -5168.56520, "charge": -2, "orbital_gap_ha": [0.1040, 0.1062], "spin_multiplicity": 2, "e_above_lowest_ev": 2.015}

=====

(2)
{"formula": "C2H6NO3", "method": "wB97M-V/def2-TZVPD", "elements": ["C", "C", "N", "O", "O", "O", "H", "H", "H", "H", "H", "H"], "coordinates": [[0.913, 0.552, -0.384], [-0.936, 0.527, 0.541], [-0.102, -0.766, 0.208], [0.319, 1.311, 0.567], [2.139, 0.287, -0.236], [-1.677, 0.694, -0.560], [0.565, 0.527, -1.386], [-1.630, 0.502, 1.350], [-0.501, -1.501, -0.373], [0.395, -1.018, 1.117], [2.354, 0.509, 0.641], [-1.731, 1.599, -0.787]], "forces_ev_per_angstrom": [[-1.612, -2.112, -0.060], [1.673, -1.993, -1.438], [0.303, 2.067, 2.514], [-2.163, 0.377, 0.393], [1.720, -0.086, -1.622], [-0.114, -0.854, -0.903], [-0.142, 0.676, -0.939], [0.678, 0.264, 1.690], [-0.160, -0.095, 0.350], [-0.984, -0.499, -1.726], [1.288, 0.423, 2.265], [-0.487, 1.831, -0.525]], "homo_ev": -16.530, "smiles": "O[C@H]1[NH2+][C@H](O)O1", "total_energy_ha": -359.95603, "charge": 1, "orbital_gap_ha": 0.4845, "spin_multiplicity": 1, "e_above_lowest_ev": 2.187}

=====

(3)
{"formula": "C26H52Cl6F12N2O17S4V", "method": "wB97M-V/def2-TZVPD", "elements": ["O", "V", "C", "F", "F", "F", "S", "O", "O", "N", "S", "O", "O", "C", "F", "F", "F", "C", "F", "F", "F", "S", "O", "O", "N", "S", "O", "O", "C", "F", "F", "F", "C", "O", "C", "C", "O", "C", "H", "H", "H", "H", "H", "H", "H", "H", "H", "H", "C", "O", "C", "C", "O", "C", "H", "H", "H", "H", "H", "H", "H", "H", "H", "H", "C", "O", "C", "C", "O", "C", "H", "H", "H", "H", "H", "H", "H", "H", "H", "H", "C", "O", "C", "C", "O", "C", "H", "H", "H", "H", "H", "H", "H", "H", "H", "H", "Cl", "C", "C", "Cl", "H", "H", "H", "H", "Cl", "C", "C", "Cl", "H", "H", "H", "H", "Cl", "C", "C", "Cl", "H", "H", "H", "H"], "coordinates": [[-0.398, 3.635, 1.591], [-1.310, 2.264, 1.814], [2.191, 0.916, 0.381], [2.152, 1.059, -0.885], [3.249, 0.122, 0.679], [2.338, 2.078, 1.034], [0.513, 0.103, 0.912], [0.613, -1.322, 0.810], [0.379, 0.591, 2.254], [-0.746, 1.041, 0.243], [-0.939, 0.276, -1.110], [0.214, -0.419, -1.720], [-2.145, -0.505, -1.054], [-1.178, 1.675, -2.322], [-2.381, 2.155, -2.244], [-0.347, 2.698, -2.077], [-1.115, 1.329, -3.634], [0.550, 4.684, 4.491], [0.675, 5.416, 3.452], [1.349, 3.672, 4.415], [0.870, 5.489, 5.467], [-1.328, 4.249, 4.633], [-1.674, 4.391, 6.033], [-2.005, 5.130, 3.649], [-1.438, 2.556, 3.911], [-1.418, 1.653, 5.218], [-1.056, 0.276, 4.825], [-0.655, 2.073, 6.354], [-3.243, 1.630, 5.721], [-3.984, 1.031, 4.852], [-3.267, 0.962, 6.813], [-3.777, 2.828, 5.839], [-3.644, -3.447, -1.940], [-4.894, -3.160, -1.233], [-5.398, -1.796, -1.111], [-6.330, -1.330, -2.234], [-6.751, -0.003, -2.037], [-7.813, 0.420, -2.861], [-3.602, -4.488, -1.618], [-2.843, -2.761, -1.665], [-3.713, -3.409, -3.027], [-4.566, -1.092, -1.127], [-5.883, -1.603, -0.154], [-7.084, -2.075, -2.488], [-5.730, -1.288, -3.143], [-8.116, 1.352, -2.382], [-8.741, -0.134, -2.721], [-7.627, 0.509, -3.931], [4.223, -1.432, -7.123], [4.206, -0.694, -5.910], [3.720, -1.315, -4.705], [3.928, -0.365, -3.590], [5.317, -0.321, -3.353], [5.709, 0.512, -2.295], [4.520, -0.899, -8.027], [3.246, -1.812, -7.421], [4.791, -2.351, -6.972], [4.330, -2.178, -4.437], [2.709, -1.682, -4.885], [3.512, -0.733, -2.652], [3.536, 0.604, -3.899], [5.384, 1.545, -2.413], [6.788, 0.408, -2.416], [5.347, 0.165, -1.327], [-2.926, -0.613, 2.129], [-2.936, 0.815, 2.069], [-4.209, 1.268, 1.693], [-4.184, 2.795, 1.617], [-2.982, 3.203, 0.952], [-3.098, 4.294, 0.067], [-1.944, -0.978, 2.431], [-3.216, -1.002, 1.153], [-3.693, -1.027, 2.785], [-4.984, 0.935, 2.383], [-4.508, 0.851, 0.732], [-4.179, 3.126, 2.655], [-5.069, 3.219, 1.142], [-3.530, 5.111, 0.644], [-3.850, 4.210, -0.718], [-2.211, 4.643, -0.461], [6.591, -3.045, 5.512], [6.396, -2.410, 4.302], [5.439, -3.128, 3.494], [5.396, -2.338, 2.173], [6.678, -2.386, 1.489], [6.680, -1.725, 0.235], [7.234, -2.470, 6.179], [6.928, -4.071, 5.366], [5.653, -3.101, 6.065], [4.464, -3.237, 3.968], [5.661, -4.190, 3.388], [4.944, -1.365, 2.366], [4.650, -2.808, 1.532], [5.934, -2.179, -0.417], [7.684, -1.873, -0.163], [6.412, -0.680, 0.395], [4.226, -3.731, -1.882], [2.459, -3.518, -1.398], [1.611, -4.382, -2.301], [-0.073, -3.896, -2.012], [2.217, -2.499, -1.701], [2.338, -3.557, -0.316], [1.707, -5.464, -2.219], [1.801, -4.001, -3.304], [-1.179, 6.926, -2.390], [-0.648, 5.664, -3.436], [0.316, 6.176, -4.546], [1.051, 4.873, -5.540], [-1.515, 5.144, -3.844], [-0.095, 4.904, -2.884], [1.119, 6.820, -4.188], [-0.336, 6.829, -5.126], [-3.167, -5.630, 0.978], [-1.588, -5.122, 1.555], [-1.598, -3.632, 2.029], [-2.463, -3.519, 3.519], [-0.879, -5.084, 0.728], [-1.173, -5.793, 2.307], [-1.993, -2.921, 1.303], [-0.580, -3.313, 2.253]], "forces_ev_per_angstrom": [[-2.663, -4.414, 0.293], [3.391, 4.166, 0.663], [-0.332, -0.264, 1.437], [0.446, 0.945, -1.828], [-0.741, 0.107, 0.295], [-0.247, -0.985, -0.636], [1.263, 0.622, 2.150], [-0.299, 0.761, -0.734], [-0.742, 1.229, 1.557], [3.187, -1.874, 0.063], [-1.234, -2.364, -5.647], [-1.317, 1.662, 1.849], [0.165, 0.725, -0.017], [-0.202, 0.588, -1.810], [-2.064, 0.620, 1.317], [0.509, -0.716, 0.081], [1.281, -0.614, 1.208], [-1.202, 0.565, 0.529], [0.002, 0.975, -3.032], [0.547, -1.483, 0.272], [0.025, -0.165, 2.013], [-1.462, 2.050, -1.846], [0.379, -0.329, -1.959], [1.390, -2.144, 1.776], [0.237, 3.559, 1.384], [1.160, -5.210, 0.488], [-1.550, 1.924, -0.257], [-0.399, 0.773, -0.511], [1.656, 0.956, -0.426], [-0.976, -1.624, -2.184], [-0.284, -0.779, 2.249], [0.056, 0.915, 0.626], [-1.755, 0.140, 0.602], [-0.657, 1.597, -0.164], [0.847, 0.113, -0.589], [1.215, -0.626, -1.342], [-0.319, -0.487, 0.548], [-0.950, 0.608, 1.142], [1.172, 0.124, -0.252], [0.118, -0.308, 0.471], [-0.427, 0.075, -0.133], [0.348, -0.003, 0.000], [-0.155, -0.790, 0.219], [-0.680, 0.198, 0.581], [0.352, -0.332, -0.353], [0.281, 0.539, -0.676], [0.157, -0.876, -0.081], [0.475, 0.057, 0.049], [-0.820, -1.363, 0.665], [-0.031, 0.741, -0.025], [0.672, -0.926, -1.918], [0.177, 0.324, 0.276], [-0.129, 0.105, -0.206], [0.511, -0.341, -0.994], [0.626, 0.572, 0.725], [-0.638, 0.102, 0.363], [0.568, 0.049, -0.251], [0.172, -0.403, -0.318], [-0.379, 0.283, 0.368], [-0.838, 0.044, -0.010], [-0.073, 0.317, 0.372], [0.054, 0.159, -0.139], [0.162, 0.597, 0.823], [-0.105, -0.203, 0.270], [-0.103, -0.890, -0.395], [0.225, 0.024, 0.387], [-1.206, 0.831, -1.105], [-0.392, -0.640, 0.956], [0.665, -1.504, -0.004], [-1.244, 2.251, -0.354], [-0.147, 0.367, 0.092], [0.366, 0.079, -0.310], [0.165, 0.536, 0.551], [0.133, 0.128, 0.391], [0.344, -0.181, -0.327], [0.320, 0.599, -0.014], [0.125, -0.216, -0.216], [0.546, 0.371, 0.205], [-0.110, -1.177, -0.058], [0.479, -0.614, 0.757], [-0.238, -0.501, 1.623], [-1.116, -0.185, -1.726], [1.315, 0.855, -0.239], [-0.312, -1.687, 1.218], [-1.917, 0.309, 0.666], [1.086, -0.250, 0.346], [0.355, -0.039, -0.521], [0.351, -0.051, 0.083], [-0.375, -0.110, 0.029], [-0.419, 0.925, 0.030], [0.943, -0.063, -0.408], [0.867, 0.710, -0.273], [0.034, -0.219, -0.650], [-0.406, -0.217, -0.178], [-0.200, 0.247, -0.059], [-0.035, 0.197, -0.044], [-0.565, 0.024, 0.616], [0.506, 0.754, -0.573], [-0.091, 0.462, -0.142], [-0.449, -0.211, 0.288], [0.150, 0.086, 0.216], [0.073, -0.600, -0.179], [0.113, 0.239, 0.054], [0.194, -0.640, -0.093], [-0.267, 0.853, 0.615], [1.738, -1.798, -1.002], [-1.241, 0.684, 0.249], [-0.522, 0.372, 0.443], [0.054, 0.267, -0.290], [-0.119, 0.213, 0.366], [-0.045, -0.386, 0.352], [0.386, -0.179, -0.731], [-0.086, -0.220, 0.081], [0.981, 1.951, -0.412], [0.744, -1.299, -0.439], [-0.910, 0.277, 1.290], [-0.187, -0.467, -0.331], [-0.426, 0.110, 0.116], [-0.181, -0.475, -0.174], [0.121, -0.170, -0.159]], "homo_ev": [-11.225, -11.225], "total_energy_ha": -8906.08784, "charge": 1, "orbital_gap_ha": [0.2745, 0.0835], "spin_multiplicity": 3, "e_above_lowest_ev": 0.431}

=====

(4)
{"formula": "CH2FN5", "method": "wB97M-V/def2-TZVPD", "elements": ["C", "N", "N", "N", "N", "N", "F", "H", "H"], "coordinates": [[-2.610, 0.239, -0.174], [-3.682, 0.391, -0.553], [-1.352, 0.138, 0.071], [-0.415, 0.709, 0.579], [2.009, 0.092, 0.110], [0.906, -0.288, 0.615], [0.407, -1.469, -0.272], [2.075, 0.754, -0.759], [2.662, -0.567, 0.383]], "forces_ev_per_angstrom": [[-0.099, 1.530, 0.288], [-1.115, -0.254, -0.245], [3.402, -1.265, 0.530], [0.316, -0.531, -0.614], [-0.455, 4.422, -2.485], [-4.387, -1.256, 0.400], [0.070, 0.385, 0.166], [-0.059, -2.189, 1.903], [2.326, -0.843, 0.056]], "homo_ev": -10.000, "smiles": "N#C/N=N/N(N)F", "total_energy_ha": -412.70745, "charge": 0, "orbital_gap_ha": 0.3138, "spin_multiplicity": 1, "e_above_lowest_ev": 1.581}

=====

Q: Which formula does entry 3 have?
A: C26H52Cl6F12N2O17S4V